Entry 1:
This record from the Open Molecules 2025 dataset describes a structure of composition C25H21F5N4O3S4Tc in a non-equilibrium geometry. The level of theory is wB97M-V/def2-TZVPD.

Summary:
2S+1   4
Kohn-Sham gap (alpha / beta)   6.67 / 6.25 eV
Total energy   -3582.33240 a.u.
Charge   +2
Energy relative to the best compared isomer or geometry (same formula, charge and spin)   0.000 eV

Geometry as XYZ:
```
63
C25H21F5N4O3S4Tc, DFT wB97M-V/def2-TZVPD
Tc 0.202 0.217 0.600
C -1.989 4.551 -2.690
N -1.686 3.377 -1.896
C -2.855 2.648 -1.458
C -0.472 2.908 -1.677
S -0.363 1.130 -1.491
N 0.634 3.635 -1.703
C 1.944 3.072 -1.933
C 0.653 5.053 -1.397
H -2.742 4.279 -3.431
H -1.117 4.912 -3.224
H -2.402 5.347 -2.070
H -3.592 3.357 -1.084
H -2.604 1.966 -0.647
H -3.304 2.084 -2.278
H 1.876 2.031 -2.236
H 2.558 3.144 -1.035
H 2.437 3.643 -2.722
H -0.276 5.366 -0.930
H 0.849 5.656 -2.285
H 1.462 5.235 -0.688
F 0.405 -6.018 3.363
C 0.431 -5.055 2.465
C 0.575 -3.724 2.876
F 0.674 -3.424 4.162
C 0.614 -2.719 1.927
F 0.768 -1.411 2.313
C 0.513 -2.982 0.560
S 0.681 -1.748 -0.644
C 0.328 -4.315 0.165
F 0.180 -4.580 -1.122
C 0.298 -5.346 1.102
F 0.152 -6.594 0.698
S 4.544 0.864 1.701
C 3.177 0.200 0.952
N 2.107 0.965 0.864
C 2.368 2.217 1.396
C 1.504 3.311 1.432
C 1.942 4.487 2.007
C 3.237 4.611 2.508
C 4.122 3.549 2.458
C 3.671 2.356 1.909
H 3.206 -0.793 0.541
H 0.509 3.236 1.029
H 1.253 5.313 2.083
H 3.538 5.551 2.939
H 5.134 3.644 2.818
O -1.690 3.718 1.690
S -1.272 2.842 2.751
O -0.228 3.268 3.618
N -0.832 1.426 1.937
C -1.771 0.495 2.090
O -1.690 -0.484 1.306
C -2.721 0.745 3.166
C -3.589 -0.143 3.791
C -4.275 0.304 4.912
C -4.118 1.599 5.389
C -3.276 2.502 4.741
C -2.588 2.047 3.647
H -3.683 -1.153 3.424
H -4.919 -0.379 5.442
H -4.633 1.911 6.283
H -3.137 3.509 5.097
```



Entry 2:
This record from the Open Molecules 2025 dataset describes a cluster of 2 separate species, C2HN3O2 in total in a non-equilibrium geometry. The level of theory is wB97M-V/def2-TZVPD.

Summary:
Kohn-Sham gap   11.36 eV
Total energy   -391.52693 a.u.
Charge   0
Energy relative to the best compared isomer or geometry (same formula, charge and spin)   2.010 eV
Structure (SMILES)   O=C=NC=O.N#N

Geometry as XYZ:
```
8
C2HN3O2, DFT wB97M-V/def2-TZVPD
O -0.655 2.363 -0.072
C -0.986 1.236 0.085
N -1.611 0.146 0.198
C -1.017 -1.194 -0.015
O 0.114 -1.435 -0.139
H -1.885 -1.937 -0.112
N 3.384 -0.062 0.249
N 2.655 0.882 -0.194
```



Entry 3:
This record from the Open Molecules 2025 dataset describes the molecule C24H19ClN4O2S in a non-equilibrium geometry. The level of theory is wB97M-V/def2-TZVPD.

Summary:
Kohn-Sham gap   7.84 eV
Total energy   -2153.84599 a.u.
Charge   0
Energy relative to the best compared isomer or geometry (same formula, charge and spin)   0.000 eV
Structure (SMILES)   O=C(COc1ccccc1-c1ccccc1)N/N=C/c1sc(Nc2ccccc2)nc1Cl

Geometry as XYZ:
```
51
C24H19ClN4O2S, DFT wB97M-V/def2-TZVPD
O -2.338 -0.922 0.128
C -1.828 0.051 0.639
C -2.685 1.171 1.246
O -1.913 2.288 1.636
C -2.125 3.484 0.977
C -1.005 4.124 0.461
C -1.126 5.335 -0.195
C -2.376 5.907 -0.358
C -3.490 5.278 0.163
C -3.390 4.072 0.851
C -4.599 3.484 1.456
C -5.765 3.335 0.709
C -6.903 2.804 1.286
C -6.895 2.424 2.618
C -5.743 2.578 3.371
C -4.601 3.103 2.796
N -0.499 0.288 0.762
N 0.572 -0.439 0.377
C 0.464 -1.583 -0.186
C 1.650 -2.274 -0.558
S 3.247 -1.609 -0.300
C 3.920 -3.077 -1.023
N 5.256 -3.187 -1.127
C 6.012 -4.235 -1.653
C 5.440 -5.397 -2.162
C 6.253 -6.395 -2.667
C 7.631 -6.251 -2.673
C 8.200 -5.094 -2.167
C 7.399 -4.090 -1.659
N 3.033 -3.943 -1.400
C 1.783 -3.509 -1.149
Cl 0.473 -4.507 -1.573
H -3.454 1.434 0.514
H -3.190 0.759 2.128
H -0.038 3.660 0.585
H -0.246 5.822 -0.588
H -2.481 6.846 -0.879
H -4.464 5.737 0.066
H -5.768 3.622 -0.333
H -7.799 2.686 0.695
H -7.785 2.010 3.068
H -5.735 2.290 4.412
H -3.705 3.233 3.385
H -0.241 1.158 1.221
H -0.476 -2.081 -0.408
H 5.785 -2.399 -0.779
H 4.368 -5.504 -2.155
H 5.804 -7.294 -3.059
H 8.258 -7.034 -3.069
H 9.273 -4.971 -2.167
H 7.844 -3.187 -1.264
```



Look up the total energy of the second one.
-391.52693 a.u.